No. 1
{
  "formula": "C7H13N3O4S",
  "method": "the ωB97M-V functional and the def2-TZVPD basis",
  "energy_ev": -30959.083,
  "e_homo_ha": -0.3309,
  "total_charge": 0,
  "multiplicity": 1,
  "e_lumo_ev": 0.114,
  "de_lowest_kj_mol": 753.1,
  "symbols": ["S", "O", "O", "O", "O", "N", "N", "N", "C", "C", "C", "C", "C", "C", "C", "H", "H", "H", "H", "H", "H", "H", "H", "H", "H", "H", "H", "H"],
  "positions_angstrom": [[-0.399098, 1.478021, -0.386095], [2.444955, 0.579550, 1.474768], [3.665881, 1.545536, -0.056818], [0.488914, 2.448701, 0.147015], [-0.890529, 1.705498, -1.723461], [1.058941, -2.084269, -0.472505], [0.216876, -1.125517, -0.160415], [2.874813, 0.719311, 0.334293], [0.626569, 0.023777, -0.339091], [0.697372, -3.406508, 0.023840], [-3.022940, 0.267922, 0.006000], [2.104238, 0.086788, -0.784192], [2.373378, -1.405852, -0.918644], [-2.217439, 2.471924, 1.038023], [-1.840029, 1.030624, 0.671330], [-0.288701, -3.627107, -0.391953], [-1.429877, 0.566353, 1.545705], [-3.055595, 2.785392, 0.331342], [1.511372, -3.991459, -0.219000], [-3.251232, 0.774367, -0.861884], [-1.385787, 3.205151, 0.946789], [-2.532862, 2.574714, 2.107637], [3.234130, -1.692821, -0.370937], [-2.715482, -0.718156, -0.046243], [0.605857, -3.450497, 1.101473], [2.657327, -1.636453, -2.080781], [-3.946161, 0.269324, 0.728682], [2.415107, 0.605678, -1.644881]],
  "forces_ev_per_angstrom": [[-0.322, -2.753, -1.074], [1.206, -0.407, -0.721], [0.965, -0.178, 0.715], [0.439, 1.212, 0.971], [-0.137, -0.152, 0.149], [1.383, 1.302, -0.213], [-2.265, -1.867, 0.400], [-1.694, 1.476, 0.295], [1.242, 2.840, -1.659], [-0.661, 1.887, 0.294], [-0.026, 1.180, 4.165], [-1.210, -1.904, 1.363], [-0.475, -1.422, -2.851], [-1.541, 1.305, 0.302], [0.003, 1.880, -0.184], [0.443, -0.550, -0.224], [0.313, -0.602, 0.296], [1.007, -0.099, 1.128], [1.174, -1.989, -0.918], [-0.638, 0.566, -2.133], [-0.610, -0.545, -0.044], [-0.112, -0.283, -0.977], [0.646, -0.552, 0.802], [0.302, -2.072, -0.919], [0.019, 0.298, 0.430], [-1.060, 0.296, 2.770], [1.741, 0.308, -1.224], [-0.132, 0.826, -0.940]],
  "mulliken_charge": [1.459, -0.521, -0.589, -0.702, -0.728, -0.015, -0.107, 0.999, -0.196, -0.834, -1.476, -0.179, -0.774, -1.269, 0.161, 0.246, 0.555, 0.282, 0.376, 0.414, 0.430, 0.336, 0.325, 0.420, 0.302, 0.272, 0.331, 0.481]
}

=====

No. 2
{
  "formula": "BF4H22O11",
  "method": "the ωB97M-V functional and the def2-TZVPD basis",
  "energy_ev": -34436.065,
  "e_homo_ha": -0.2693,
  "total_charge": -1,
  "multiplicity": 1,
  "e_lumo_ev": 2.470,
  "de_lowest_kj_mol": 71.9,
  "symbols": ["F", "F", "F", "F", "O", "O", "O", "O", "O", "O", "O", "O", "O", "O", "O", "B", "H", "H", "H", "H", "H", "H", "H", "H", "H", "H", "H", "H", "H", "H", "H", "H", "H", "H", "H", "H", "H", "H"],
  "positions_angstrom": [[0.550758, 0.095784, -0.924627], [-0.330492, 1.219984, 0.857083], [1.113738, -0.351816, 1.226373], [-0.977422, -0.871526, 0.512623], [1.010028, -1.656036, -3.754857], [3.093198, 1.324914, -1.460827], [2.713618, 1.481934, 2.532403], [1.230698, 3.316124, 1.003463], [-3.138502, 0.472284, 0.190663], [-0.280482, -0.087256, 3.342243], [-1.005772, 1.864974, -2.438177], [-3.641962, -2.218636, -1.067257], [-1.144592, -3.774276, -0.561827], [3.040288, -1.566726, -0.824137], [-2.691362, 0.936674, 3.020403], [0.078928, -0.015486, 0.374933], [2.306128, -1.328826, -0.257877], [-3.490232, -1.380626, -0.630267], [-2.862092, 0.791014, 2.089883], [-0.500692, -3.896806, -1.259407], [-1.663212, 2.073994, -1.774627], [3.550028, -2.190336, -0.306927], [2.118528, 2.218674, 2.393433], [1.292018, -1.336316, -2.897827], [-0.304562, -1.021196, 3.550573], [0.138638, -0.043816, 2.482773], [3.297488, 0.517004, -0.989897], [1.691888, -1.359746, -4.357777], [-1.476702, -2.886476, -0.695027], [2.239998, 1.159654, -1.862017], [-0.408022, 1.258464, -2.001067], [-3.047912, -2.208966, -1.817747], [2.266888, 0.734364, 2.135143], [-3.053312, 1.380304, -0.099967], [-2.237092, 0.160594, 0.271503], [1.568058, 3.916884, 0.338993], [0.751958, 2.652824, 0.506403], [-1.798442, 0.618424, 3.153263]],
  "forces_ev_per_angstrom": [[0.014, -0.425, -0.627], [-0.733, 0.986, -0.503], [1.491, -1.523, -0.274], [-0.264, -1.260, -0.398], [-0.273, -0.176, -0.170], [0.239, 0.598, -0.271], [0.669, -0.265, 0.547], [-0.008, 0.663, 0.077], [-0.793, 0.180, -0.298], [-0.013, -0.051, 0.897], [-0.164, 0.348, -0.408], [-0.069, -0.395, -0.052], [0.220, -0.400, 0.036], [0.142, 0.024, -0.341], [-1.020, 0.505, 0.268], [0.083, 1.172, 0.180], [-0.360, 0.107, 0.333], [-0.148, 0.618, 0.222], [-0.272, -0.048, -0.217], [0.227, -0.044, -0.171], [-0.083, 0.068, 0.100], [0.160, -0.144, 0.100], [-0.168, 0.339, -0.313], [0.142, 0.072, 0.394], [-0.069, -0.211, 0.083], [0.219, 0.061, 0.373], [0.089, -0.373, 0.124], [0.159, 0.069, -0.116], [-0.265, 0.250, 0.250], [-0.167, -0.052, 0.015], [0.185, -0.298, 0.173], [-0.007, 0.009, -0.320], [-0.010, 0.043, -0.020], [-0.172, 0.235, -0.009], [0.375, -0.264, 0.147], [0.263, 0.108, -0.064], [-0.236, -0.318, 0.030], [0.617, -0.209, 0.223]],
  "mulliken_charge": [-0.446, -0.390, -0.597, -0.431, -0.666, -0.631, -0.697, -0.636, -0.782, -0.718, -0.681, -0.716, -0.612, -0.662, -0.733, 1.013, 0.267, 0.338, 0.401, 0.302, 0.306, 0.267, 0.362, 0.355, 0.321, 0.359, 0.327, 0.292, 0.251, 0.327, 0.407, 0.314, 0.370, 0.274, 0.480, 0.286, 0.337, 0.441]
}

=====

No. 3
{
  "formula": "H4O2",
  "method": "the ωB97M-V functional and the def2-TZVPD basis",
  "energy_ev": -4159.722,
  "e_homo_ha": -0.4006,
  "total_charge": 0,
  "multiplicity": 1,
  "e_lumo_ev": 0.611,
  "de_lowest_kj_mol": 20.9,
  "symbols": ["O", "O", "H", "H", "H", "H"],
  "positions_angstrom": [[0.755654, -1.186896, -0.021452], [-0.708289, 1.370718, 0.108275], [0.394628, -1.606249, 0.788119], [0.648649, -1.894184, -0.716760], [-0.431486, 0.455742, 0.096892], [-0.990716, 1.574119, -0.862836]],
  "forces_ev_per_angstrom": [[-0.612, -1.554, -0.369], [-1.137, 1.237, -2.570], [0.384, 0.307, -0.624], [0.181, 1.155, 1.071], [0.346, -0.479, -0.266], [0.839, -0.666, 2.759]],
  "mulliken_charge": [-0.701, -0.654, 0.344, 0.337, 0.357, 0.317]
}

=====

No. 4
{
  "formula": "C4H8O2S",
  "method": "the ωB97M-V functional and the def2-TZVPD basis",
  "energy_ev": -19204.997,
  "e_homo_ha": -0.3575,
  "total_charge": 0,
  "multiplicity": 1,
  "e_lumo_ev": -0.171,
  "de_lowest_kj_mol": 328.1,
  "symbols": ["S", "O", "O", "C", "C", "C", "C", "H", "H", "H", "H", "H", "H", "H", "H"],
  "positions_angstrom": [[-0.567324, 0.466355, 0.072729], [0.772070, 1.669436, -2.461524], [-1.160680, -3.146251, 1.815578], [-0.165786, -1.255749, 0.544702], [-1.133657, -1.797708, 1.483761], [1.117667, 1.017112, 0.003373], [1.327673, 2.041886, -1.149578], [1.637317, 0.253752, -0.456382], [-0.202722, 1.428058, -2.168426], [1.552929, 1.433694, 0.850641], [0.991329, 3.180168, -1.032011], [2.420152, 2.179717, -1.296631], [-1.698344, -1.130063, 2.029063], [-0.093651, -1.889011, -0.360758], [0.703666, -1.136712, 1.144872]],
  "forces_ev_per_angstrom": [[-0.592, -0.118, 0.550], [-2.268, -0.917, 2.882], [0.024, 8.430, -2.291], [-1.062, 0.239, -1.602], [0.769, -9.935, 1.768], [-1.166, 2.200, -3.118], [-0.145, 3.221, -1.482], [1.430, -2.142, -0.083], [2.638, 0.493, -1.335], [0.580, 0.292, 1.800], [0.251, -2.420, 0.644], [-0.550, -0.461, 0.034], [-1.644, 1.291, 1.359], [0.515, 0.205, 0.729], [1.221, -0.377, 0.145]],
  "mulliken_charge": [-0.208, -0.483, -0.503, -0.285, -0.104, -0.390, -0.643, 0.373, 0.347, 0.403, 0.238, 0.317, 0.364, 0.301, 0.274]
}

=====

No. 5
{
  "formula": "C9H14MgN2PS",
  "method": "the ωB97M-V functional and the def2-TZVPD basis",
  "energy_ev": -38104.974,
  "e_homo_ha": -0.0327,
  "total_charge": -1,
  "multiplicity": 1,
  "e_lumo_ev": 2.553,
  "symbols": ["S", "P", "Mg", "N", "N", "C", "C", "C", "C", "C", "C", "C", "C", "C", "H", "H", "H", "H", "H", "H", "H", "H", "H", "H", "H", "H", "H", "H"],
  "positions_angstrom": [[1.898810, -0.381361, 0.585436], [0.039886, 2.624371, -0.394099], [0.571638, -0.072102, -1.557642], [0.919712, 1.087750, 2.682134], [0.092111, -0.909136, 2.578027], [-0.408817, -0.322201, 3.723598], [-0.299025, -0.893759, -3.899230], [0.097205, 0.938153, 3.787546], [0.908482, -0.043165, 1.911797], [-0.032560, 0.504258, -3.919524], [-0.180401, -2.261220, 2.121743], [-0.730380, -1.637974, -1.521946], [-0.587006, -1.825365, -2.852568], [0.165387, 1.411301, -2.920862], [-0.026903, 1.711497, 4.515754], [-0.751144, -2.832909, -3.275732], [0.758109, -2.805778, 1.964448], [-0.779878, -2.768221, 2.883873], [-0.013095, 0.871367, -4.962953], [-1.066576, -2.422962, -0.842008], [-0.046205, 3.719729, -1.301263], [0.369378, 2.467819, -3.148333], [-1.073322, -0.853832, 4.376642], [-1.100587, 3.046547, 0.354348], [1.395655, 1.930893, 2.396181], [-0.395587, -1.331137, -4.903249], [-0.723695, -2.239453, 1.169572], [0.998804, 3.286898, 0.448317]],
  "forces_ev_per_angstrom": [[0.504, 0.047, 0.704], [-0.065, -0.088, 0.189], [-0.837, 0.629, 0.288], [-0.431, -0.342, -0.177], [0.215, 0.284, -0.387], [0.341, 0.613, -0.174], [0.050, -0.126, -1.006], [0.051, -0.628, -0.321], [0.278, -0.047, 0.607], [-0.357, -0.197, -1.486], [-0.149, -0.299, -0.219], [0.343, 0.954, 1.687], [-0.552, -0.912, -1.000], [0.687, 0.206, 1.145], [-0.094, 0.127, 0.096], [-0.149, 0.054, -0.045], [-0.169, 0.210, 0.054], [0.116, 0.126, -0.116], [-0.041, -0.075, 0.002], [0.062, -0.507, -0.584], [0.088, -0.380, 0.189], [-0.077, -0.428, -0.472], [-0.065, 0.027, 0.065], [0.106, 0.282, 0.171], [-0.050, -0.162, -0.059], [0.195, 0.128, 0.385], [0.170, 0.083, 0.183], [-0.170, 0.421, 0.282]],
  "mulliken_charge": [-0.390, -0.075, 0.041, 0.086, 0.234, -0.094, -0.482, -0.649, -0.124, -0.606, -0.647, -0.253, -0.355, -0.196, 0.410, 0.163, 0.298, 0.283, 0.117, 0.081, 0.025, 0.150, 0.384, 0.019, 0.287, 0.163, 0.148, -0.020]
}

=====

No. 6
{
  "formula": "C3H11N2",
  "method": "the ωB97M-V functional and the def2-TZVPD basis",
  "energy_ev": -6261.488,
  "e_homo_ha": -0.4852,
  "total_charge": 1,
  "multiplicity": 1,
  "e_lumo_ev": -3.760,
  "de_lowest_kj_mol": 202.0,
  "symbols": ["N", "N", "C", "C", "C", "H", "H", "H", "H", "H", "H", "H", "H", "H", "H", "H"],
  "positions_angstrom": [[-2.188216, 0.103362, -0.503394], [1.225163, -1.114295, 0.732031], [0.258207, -0.164615, -0.265053], [-1.063802, 0.190767, 0.429084], [0.997926, 1.134893, -0.464384], [-1.104930, 1.200948, 0.899542], [-2.078506, -0.509094, -1.372849], [1.613075, 1.077116, -1.450136], [2.172240, -0.666578, 0.879799], [0.316807, 2.044005, -0.653293], [0.745960, -1.476859, 1.483071], [-3.071330, -0.222825, -0.144204], [1.763820, 1.459429, 0.325296], [-1.186745, -0.452642, 1.328844], [1.489012, -1.837446, -0.032698], [0.111321, -0.766161, -1.191663]],
  "forces_ev_per_angstrom": [[0.224, -1.189, -2.229], [2.268, 1.088, -6.782], [0.189, 1.051, 1.690], [-1.291, -1.074, 1.094], [2.245, 1.989, -2.568], [0.652, -0.501, -0.681], [0.399, 1.181, 1.776], [-0.774, 0.119, 1.656], [-1.642, -0.265, 0.618], [0.770, -1.674, 0.478], [-1.043, -1.139, 2.338], [0.007, 0.265, 0.709], [-1.370, -0.691, -0.766], [-0.135, -0.204, -0.478], [-0.683, 0.654, 2.255], [0.184, 0.391, 0.888]],
  "mulliken_charge": [-0.557, -0.460, 0.421, -0.603, -1.452, 0.303, 0.229, 0.335, 0.374, 0.356, 0.284, 0.238, 0.400, 0.283, 0.395, 0.453]
}